ORCA calculation (ωB97M-V with the def2-TZVPD basis set) on C51H101AgN4O11 as an isolated structure at a distorted geometry.

Each line ends with the Mulliken charge.
Atoms and positions in Å:
Ag (-4.8505, 0.8933, -1.1518)  0.497
C (-0.1802, -0.0078, -1.8183)  -0.436
C (-1.4164, 0.1262, -0.9301)  0.846
C (-1.0702, 0.6246, 0.4326)  0.127
O (-2.4523, 1.0335, -1.4145)  -0.453
H (0.5354, -0.7638, -1.4952)  0.024
H (0.2830, 0.9785, -1.8477)  -0.141
H (-0.3909, -0.2499, -2.8600)  0.522
H (-1.8223, -0.8738, -0.7775)  -0.601
H (-0.3163, -0.0021, 0.9090)  -0.143
H (-1.9762, 0.4982, 1.0254)  -0.053
H (-0.7309, 1.6553, 0.5356)  -0.100
C (4.3662, 5.9673, 2.8730)  -1.940
C (4.3075, 4.5297, 2.2031)  1.324
C (5.3000, 3.5548, 2.8733)  -1.231
C (4.9920, 2.0982, 2.6574)  -0.727
C (3.4873, 1.7645, 2.9954)  -0.680
C (2.4189, 2.6960, 2.2529)  1.962
N (2.8631, 4.1351, 2.3812)  0.515
O (1.9707, 4.9986, 1.8432)  -0.457
C (2.3561, 2.2702, 0.7572)  -1.626
C (0.9727, 2.5730, 3.0030)  -2.245
C (4.7386, 4.7698, 0.7161)  -1.639
H (5.4049, 6.2966, 2.8466)  0.471
H (4.1308, 5.9647, 3.9373)  0.429
H (3.8653, 6.8398, 2.4535)  0.353
H (6.3237, 3.6627, 2.5151)  0.415
H (5.4071, 3.7892, 3.9324)  0.431
H (5.6192, 1.5187, 3.3348)  0.495
H (5.1101, 1.8935, 1.5933)  0.209
H (3.3594, 1.7096, 4.0765)  0.606
H (3.3392, 0.7139, 2.7456)  -0.332
H (1.8796, 2.9974, 0.0997)  0.559
H (3.1801, 1.8843, 0.1571)  0.188
H (1.5077, 1.5885, 0.6978)  0.093
H (0.2417, 3.0711, 2.3661)  0.263
H (0.7210, 1.5253, 3.1676)  0.233
H (1.2455, 2.9189, 4.0000)  0.777
H (4.1201, 5.5007, 0.1951)  0.397
H (4.5401, 3.9443, 0.0326)  0.238
H (5.7457, 5.1546, 0.5556)  0.444
H (1.6454, 5.3818, 2.6611)  0.368
C (-2.0893, -3.9624, -0.2799)  -2.282
C (-2.1437, -5.1911, -1.3104)  1.826
C (-0.7611, -4.9906, -2.0344)  -1.180
C (-0.1570, -6.1793, -2.6962)  -0.806
C (-0.1945, -7.3752, -1.7757)  -1.288
C (-1.6267, -7.6450, -1.0168)  1.291
N (-2.2460, -6.4060, -0.6020)  0.522
O (-3.5205, -6.5535, -0.0731)  -0.502
C (-2.5260, -8.3064, -2.1325)  -1.646
C (-1.3435, -8.4873, 0.2498)  -1.730
C (-3.2287, -5.0930, -2.4696)  -1.700
H (-1.8470, -2.9937, -0.7170)  0.265
H (-1.4787, -4.0034, 0.6221)  0.496
H (-3.0005, -3.6496, 0.2301)  0.599
H (-0.9082, -4.1364, -2.6953)  0.493
H (-0.0116, -4.5762, -1.3602)  0.168
H (0.8731, -6.0257, -3.0175)  0.340
H (-0.7829, -6.4435, -3.5486)  0.369
H (0.5443, -7.4197, -0.9756)  0.445
H (0.1364, -8.1902, -2.4194)  0.451
H (-2.7601, -7.7437, -3.0362)  0.325
H (-2.0356, -9.1928, -2.5348)  0.451
H (-3.4657, -8.6650, -1.7123)  0.377
H (-1.1999, -7.9613, 1.1936)  0.331
H (-2.1822, -9.1484, 0.4683)  0.390
H (-0.6298, -9.2358, -0.0944)  0.431
H (-2.9051, -5.5967, -3.3804)  0.318
H (-3.5203, -4.0776, -2.7382)  0.397
H (-4.1644, -5.6091, -2.2551)  0.405
H (-3.4164, -6.2290, 0.8244)  0.364
C (2.7992, 1.5634, -6.3173)  -1.817
C (2.8760, 0.0274, -5.9133)  1.437
C (3.9274, -0.6152, -6.8011)  -1.490
C (4.3837, -2.1194, -6.5610)  -0.761
C (4.7531, -2.2674, -5.0329)  -1.155
C (3.8112, -1.4832, -3.9938)  2.371
N (3.3308, -0.1891, -4.5418)  0.370
O (2.7771, 0.6614, -3.6063)  0.156
C (2.6036, -2.2991, -3.6002)  -1.694
C (4.7012, -1.0572, -2.8564)  -2.411
C (1.5191, -0.5741, -6.2390)  -1.465
H (1.9965, 2.0808, -5.7918)  0.371
H (2.6639, 1.8514, -7.3598)  0.409
H (3.7370, 1.9612, -5.9295)  0.457
H (3.6924, -0.6515, -7.8649)  0.438
H (4.7164, 0.1300, -6.9029)  0.555
H (5.1857, -2.2894, -7.2793)  0.455
H (3.5448, -2.7395, -6.8767)  0.347
H (5.7887, -2.1775, -4.7049)  0.473
H (4.3886, -3.2694, -4.8066)  0.354
H (1.9092, -1.6692, -3.0442)  -0.151
H (1.9886, -2.6485, -4.4295)  0.366
H (2.8294, -3.1162, -2.9150)  0.616
H (5.0522, -1.9938, -2.4232)  0.699
H (5.5358, -0.4223, -3.1536)  0.384
H (4.0139, -0.5855, -2.1541)  0.485
H (0.7509, -0.0516, -5.6689)  0.161
H (1.5024, -1.6639, -6.2516)  0.389
H (1.2043, -0.2006, -7.2134)  0.488
H (3.5637, 1.0730, -3.2410)  0.306
C (-1.9728, 2.5336, 5.3450)  -1.757
C (-2.8571, 1.2513, 5.2439)  1.670
C (-2.6331, 0.3055, 6.4668)  -0.967
C (-3.5592, -0.8061, 6.4317)  -0.657
C (-4.9913, -0.2349, 6.4736)  -1.388
C (-5.3704, 0.7155, 5.3063)  1.674
N (-4.3007, 1.5957, 4.9681)  0.161
O (-4.5017, 2.3284, 3.7728)  -0.154
C (-5.8141, -0.1226, 4.0886)  -1.708
C (-6.4384, 1.5662, 5.8631)  -1.931
C (-2.4479, 0.5029, 3.8704)  -2.003
H (-2.3490, 3.2793, 4.6446)  0.332
H (-0.9230, 2.3305, 5.1335)  0.297
H (-1.8757, 3.0588, 6.2952)  0.417
H (-1.6242, -0.0887, 6.5886)  0.409
H (-2.8168, 0.8278, 7.4057)  0.410
H (-3.3789, -1.3963, 7.3302)  0.437
H (-3.4278, -1.3182, 5.4784)  0.320
H (-5.3493, 0.0648, 7.4586)  0.512
H (-5.5888, -1.1453, 6.4260)  0.452
H (-6.4888, -0.9176, 4.4060)  0.477
H (-6.2181, 0.4699, 3.2678)  0.444
H (-5.1760, -0.7435, 3.4598)  0.335
H (-5.9550, 2.1663, 6.6339)  0.532
H (-6.9935, 2.1840, 5.1572)  0.354
H (-7.2288, 1.0246, 6.3827)  0.407
H (-1.3851, 0.2779, 3.7822)  0.549
H (-2.6684, 1.1499, 3.0214)  0.458
H (-3.0421, -0.3726, 3.6087)  0.478
H (-4.6048, 3.2404, 4.0541)  0.389
O (4.4906, -1.5083, -0.0600)  -0.589
C (3.7513, -1.8240, 0.8499)  0.057
O (2.5290, -1.2783, 1.0358)  0.024
C (1.8570, -1.9951, 2.0724)  0.000
C (2.9952, -2.5800, 2.8552)  -0.894
C (4.1793, -2.8116, 1.9637)  -0.367
H (1.2601, -2.7450, 1.5533)  0.361
H (1.3809, -1.2137, 2.6646)  -0.042
H (2.7663, -3.4477, 3.4738)  0.503
H (3.3222, -1.8734, 3.6181)  0.269
H (4.1661, -3.8029, 1.5107)  0.310
H (5.0701, -2.5434, 2.5317)  0.283
O (0.4856, 4.6463, -6.2151)  -0.603
C (-0.2562, 4.3227, -5.2744)  0.446
O (-1.5369, 4.7816, -5.3609)  -0.364
C (-2.2812, 4.6923, -4.2136)  -0.462
C (-1.3363, 3.9899, -3.1693)  0.140
C (-0.0031, 3.6075, -3.9281)  0.010
H (-3.2342, 4.2134, -4.4386)  0.341
H (-2.5443, 5.6604, -3.7873)  0.195
H (-1.8088, 3.0362, -2.9342)  -0.260
H (-1.1380, 4.4422, -2.1976)  0.312
H (0.0191, 2.5201, -3.9997)  -0.115
H (0.8780, 4.0029, -3.4227)  0.361
O (-4.9267, 2.6294, 0.3800)  -0.551
C (-4.3686, 3.7531, 0.4142)  0.543
O (-4.8083, 4.8150, 1.0975)  -0.380
C (-4.1037, 6.0602, 0.9294)  -0.452
C (-2.8136, 5.6450, 0.3946)  -0.351
C (-3.0318, 4.2586, -0.1855)  1.024
H (-3.9482, 6.5945, 1.8666)  0.359
H (-4.6246, 6.7585, 0.2743)  0.255
H (-2.0622, 5.6939, 1.1827)  0.177
H (-2.5811, 6.3396, -0.4126)  0.261
H (-2.3036, 3.4838, 0.0546)  -0.729
H (-3.1860, 4.1466, -1.2587)  -0.063

Computed properties:
E_tot (a.u.): -3196.4073
Spin multiplicity: 3
Charge: +2
LUMO level (alpha / beta) (eV): -4.5 / -8.0